# 1
{
  "formula": "C37H53GeN4O2SbSeSr",
  "method": "the ωB97M-V functional and the def2-TZVPD basis",
  "elements": ["Sr", "C", "C", "C", "C", "C", "C", "N", "Sb", "C", "C", "C", "C", "C", "C", "N", "C", "C", "C", "C", "C", "C", "N", "H", "H", "H", "H", "H", "H", "H", "H", "H", "H", "H", "H", "H", "H", "H", "H", "H", "H", "C", "C", "C", "C", "C", "C", "C", "C", "N", "C", "C", "C", "C", "H", "H", "H", "H", "H", "H", "H", "H", "H", "H", "H", "H", "H", "H", "H", "H", "H", "H", "C", "Ge", "C", "C", "C", "Se", "C", "H", "H", "H", "H", "H", "H", "H", "H", "H", "H", "H", "H", "H", "H", "C", "O", "C", "O", "H", "H", "H"],
  "coordinates": [[0.275, 0.274, 0.887], [-0.398, 4.367, 0.626], [0.726, 3.887, 1.492], [1.398, 4.770, 2.343], [2.448, 4.304, 3.103], [2.796, 2.955, 3.017], [2.072, 2.137, 2.178], [1.064, 2.601, 1.411], [2.662, -0.097, 2.334], [3.093, 0.091, 0.058], [4.427, -0.037, -0.254], [4.830, -0.038, -1.588], [3.854, 0.068, -2.548], [2.511, 0.202, -2.164], [1.511, 0.337, -3.269], [2.119, 0.239, -0.886], [1.484, -2.045, 1.592], [1.825, -3.157, 2.334], [1.390, -4.415, 1.937], [0.628, -4.518, 0.795], [0.308, -3.359, 0.087], [-0.510, -3.481, -1.162], [0.727, -2.149, 0.480], [-1.015, 5.092, 1.159], [-1.026, 3.541, 0.298], [0.005, 4.858, -0.266], [1.070, 5.800, 2.391], [2.979, 4.966, 3.776], [3.596, 2.565, 3.631], [5.167, -0.149, 0.528], [5.875, -0.133, -1.855], [4.088, 0.057, -3.604], [1.749, -0.366, -4.069], [1.543, 1.342, -3.695], [0.501, 0.152, -2.951], [2.415, -3.064, 3.238], [1.643, -5.295, 2.515], [0.261, -5.471, 0.437], [0.098, -3.887, -1.975], [-0.909, -2.529, -1.487], [-1.348, -4.166, -1.015], [-2.456, 2.442, 4.471], [-3.065, 2.453, 3.094], [-4.365, 2.924, 2.885], [-4.878, 2.913, 1.592], [-6.287, 3.391, 1.344], [-4.130, 2.461, 0.512], [-2.798, 1.983, 0.657], [-2.347, 2.008, 2.009], [-1.924, 1.471, -0.239], [-2.118, 1.525, -1.690], [-0.994, 2.387, -2.289], [-2.026, 0.082, -2.188], [-3.415, 2.075, -2.312], [-3.217, 2.615, 5.234], [-1.695, 3.220, 4.576], [-1.957, 1.495, 4.691], [-4.967, 3.285, 3.711], [-6.787, 3.638, 2.282], [-6.884, 2.628, 0.836], [-6.302, 4.282, 0.712], [-4.628, 2.457, -0.445], [-1.374, 1.585, 2.169], [-0.009, 2.159, -1.870], [-1.189, 3.441, -2.071], [-0.927, 2.282, -3.375], [-1.171, -0.438, -1.752], [-1.953, -0.002, -3.278], [-2.906, -0.468, -1.856], [-3.599, 3.118, -2.055], [-4.292, 1.482, -2.050], [-3.306, 2.027, -3.400], [-4.381, -2.926, -2.520], [-5.404, -2.727, -0.858], [-6.011, -0.893, -0.621], [-6.951, -3.935, -0.925], [-4.270, -3.350, 0.630], [-2.920, -2.078, 1.244], [-4.066, -0.990, 2.370], [-4.665, -2.168, -3.251], [-4.577, -3.912, -2.947], [-3.306, -2.836, -2.354], [-6.407, -0.514, -1.566], [-5.211, -0.226, -0.303], [-6.808, -0.853, 0.125], [-7.609, -3.688, -1.761], [-7.534, -3.866, -0.006], [-6.625, -4.970, -1.049], [-3.749, -4.249, 0.297], [-4.860, -3.657, 1.495], [-4.697, -0.313, 1.803], [-3.435, -0.383, 3.012], [-4.667, -1.662, 2.983], [-1.213, -1.171, 4.780], [-0.352, -0.938, 3.641], [0.612, 0.028, 3.791], [0.732, 0.696, 4.768], [-2.238, -0.967, 4.481], [-0.920, -0.529, 5.604], [-1.116, -2.223, 5.043]],
  "mulliken_charge": [0.0985, -0.9742, 0.6621, -1.0111, -0.5245, -0.9165, 0.2184, 0.6040, 0.4753, 0.1855, -0.9934, -0.6697, -0.8560, 0.7508, -1.3199, 0.9514, 0.4962, -1.0292, -0.7163, -0.8904, 0.3925, -0.6599, 0.4151, 0.4538, -0.3132, 0.4458, 0.5012, 0.4178, 0.3785, 0.3927, 0.4193, 0.4969, 0.5454, 0.3577, -0.0736, 0.4077, 0.4203, 0.5042, 0.4535, -0.5211, 0.3865, -1.4791, 0.2278, -1.3427, 0.2851, -1.7475, -0.1506, -0.9420, 2.0196, 2.2508, 1.7625, -1.6721, -0.5996, -2.3040, 0.4082, 0.2883, 0.0674, 0.2568, 0.3961, 0.2749, 0.3078, 0.4463, -0.9770, -0.0058, 0.3378, 0.4813, -0.7883, 0.5415, -0.1022, 0.5112, 0.1294, 0.5749, -1.0259, 0.6564, -0.3691, -1.2767, -1.1358, 0.2994, -0.1198, 0.3669, 0.4404, 0.0713, 0.4570, -0.5408, 0.3761, 0.3581, 0.3578, 0.3688, 0.4720, 0.4661, 0.0526, -0.7257, 0.5750, -0.9324, 0.3452, 0.2952, -0.4999, 0.1912, 0.4593, 0.1983],
  "e_above_lowest_kcal_mol": 49.2,
  "homo_lumo_gap_ha": 0.2269,
  "e_homo_ev": -5.80,
  "total_energy_ev": -178518.967,
  "multiplicity": 1,
  "max_force_ev_per_a": 4.102,
  "mol_weight_g_mol": 946.81
}

# 2
{
  "formula": "C37H54B3Br5Cl2F2K2O14PS",
  "method": "the ωB97M-V functional and the def2-TZVPD basis",
  "elements": ["C", "C", "C", "C", "C", "C", "S", "C", "C", "C", "O", "C", "C", "B", "O", "O", "C", "B", "O", "C", "C", "C", "P", "O", "O", "O", "C", "C", "C", "C", "C", "C", "C", "C", "C", "O", "C", "C", "C", "O", "H", "H", "H", "H", "H", "H", "H", "H", "H", "H", "H", "H", "H", "H", "H", "H", "H", "H", "H", "H", "H", "H", "H", "H", "H", "H", "H", "H", "H", "H", "H", "H", "H", "H", "H", "H", "H", "H", "H", "B", "O", "C", "O", "C", "O", "O", "F", "F", "C", "C", "O", "C", "H", "H", "H", "H", "H", "H", "K", "C", "Br", "Br", "Br", "H", "Br", "C", "C", "Br", "H", "H", "H", "H", "K", "Cl", "C", "C", "Cl", "H", "H", "H", "H"],
  "coordinates": [[1.266, -4.304, 2.630], [0.474, -4.368, 1.714], [-0.458, -4.533, 0.567], [-0.985, -3.227, -0.012], [-2.134, -2.711, 0.430], [-2.979, -3.351, 1.515], [-4.206, -4.449, 0.665], [-5.811, -3.576, 0.685], [-6.911, -4.363, 1.454], [-2.686, -1.435, -0.186], [-3.880, -1.272, -0.234], [-1.660, -0.468, -0.738], [-1.872, 0.917, -0.775], [-3.244, 1.576, -0.226], [-4.360, 1.612, -1.016], [-3.350, 2.099, 1.043], [-0.882, 1.762, -1.284], [-1.220, 3.335, -1.303], [-1.479, 3.878, -2.527], [-1.253, 4.324, -0.039], [-0.243, 3.922, 1.114], [0.396, 1.283, -1.783], [1.735, 2.276, -2.483], [1.475, 3.719, -2.643], [2.041, 1.671, -3.955], [3.103, 2.107, -1.630], [0.594, -0.123, -1.705], [1.888, -0.814, -2.138], [2.606, -1.430, -0.875], [4.097, -0.948, -0.822], [4.524, -0.731, 0.660], [4.999, -2.079, 1.274], [4.983, -1.989, 2.825], [5.944, -0.914, 3.398], [5.299, 0.462, 3.636], [4.161, 0.370, 4.525], [3.130, 1.200, 4.058], [-0.424, -0.967, -1.205], [-0.267, -2.489, -1.138], [0.347, -3.150, -1.936], [2.094, -4.382, 3.363], [-1.289, -5.204, 0.826], [0.082, -5.052, -0.246], [-2.378, -3.925, 2.230], [-3.564, -2.622, 2.093], [-5.693, -2.610, 1.197], [-6.181, -3.364, -0.339], [-6.772, -4.218, 2.536], [-7.879, -3.909, 1.194], [-6.898, -5.422, 1.170], [-4.369, 0.788, -1.525], [-2.582, 1.811, 1.548], [-1.880, 3.207, -3.109], [-2.292, 4.368, 0.332], [-1.000, 5.331, -0.411], [0.250, 4.839, 1.469], [-0.854, 3.514, 1.985], [0.486, 3.163, 0.761], [1.501, 0.860, -4.047], [3.274, 2.928, -1.134], [2.620, -0.143, -2.600], [1.660, -1.584, -2.890], [2.146, -1.042, 0.051], [2.604, -2.523, -0.937], [4.243, 0.020, -1.321], [4.762, -1.674, -1.312], [5.370, -0.025, 0.718], [3.678, -0.362, 1.272], [6.026, -2.317, 0.954], [4.301, -2.854, 0.911], [3.955, -1.856, 3.200], [5.330, -2.963, 3.198], [6.830, -0.809, 2.750], [6.310, -1.289, 4.369], [4.962, 0.932, 2.700], [6.033, 1.109, 4.151], [2.396, 1.357, 4.866], [2.625, 0.712, 3.191], [3.489, 2.206, 3.761], [0.278, 2.723, -7.149], [0.791, 1.421, -6.663], [-0.064, 0.928, -5.788], [0.060, -0.115, -5.204], [-1.219, 1.893, -5.635], [-2.171, 1.761, -4.918], [-1.018, 2.947, -6.429], [0.075, 2.693, -8.502], [1.223, 3.759, -6.826], [-9.189, -3.480, -3.398], [-8.139, -2.510, -2.922], [-7.787, -2.479, -1.764], [-7.545, -1.579, -3.949], [-9.528, -4.086, -2.559], [-10.043, -2.936, -3.805], [-8.770, -4.139, -4.160], [-8.327, -0.952, -4.380], [-7.054, -2.155, -4.735], [-6.806, -0.938, -3.470], [0.778, 1.473, 1.213], [-2.321, 6.795, 2.824], [-3.554, 5.398, 3.323], [-2.873, 8.516, 3.483], [-0.513, 6.368, 3.363], [-2.325, 6.850, 1.744], [3.568, 7.041, -2.472], [2.506, 6.492, -0.940], [3.316, 6.517, 0.332], [4.522, 4.987, 0.444], [2.102, 5.509, -1.175], [1.692, 7.213, -0.884], [2.664, 6.430, 1.200], [3.930, 7.407, 0.431], [0.169, 4.625, -5.426], [3.343, -5.642, 3.976], [4.469, -6.101, 5.291], [4.428, -5.134, 6.451], [5.107, -3.542, 6.035], [5.467, -6.176, 4.866], [4.167, -7.091, 5.631], [5.025, -5.526, 7.273], [3.412, -4.983, 6.808]],
  "mulliken_charge": [0.4086, -0.3075, -1.8160, 0.7558, 0.7902, -1.4667, -0.1241, 0.3018, -1.1552, -0.8104, -0.6349, 0.8545, -0.3620, 1.2228, -0.5541, -0.5822, -0.8480, 0.5042, -0.7488, -0.2180, -0.3852, 1.6089, 0.6243, -0.7459, -0.5984, -0.3859, 0.2438, -1.8512, -0.6459, -0.9279, 0.3708, -1.1033, -0.0631, -0.8675, -0.3747, -0.4237, -0.3040, 0.1367, 0.1051, -0.5744, 0.2042, 0.4841, 0.3702, 0.5074, 0.4388, 0.1323, -0.0084, 0.3104, 0.3306, 0.3309, 0.2644, 0.2539, 0.2957, 0.3696, 0.4709, -0.1804, 0.2531, -0.1850, 0.2259, 0.0524, 1.2680, 0.5631, 0.1104, 0.5352, 0.2746, 0.3808, 0.5282, -0.4694, 0.3179, 0.3130, 0.2451, 0.1684, 0.3768, 0.3031, 0.2371, 0.3418, 0.3809, -0.2697, 0.3824, 0.9026, -0.4851, 0.7858, -0.5977, 0.6586, -0.6120, -0.7631, -0.3032, -0.4992, -1.1668, 0.8517, -0.5565, -0.8799, 0.2960, 0.3492, 0.3316, 0.3525, 0.3310, 0.0561, 0.9378, -0.2301, -0.0013, -0.0036, -0.0081, 0.2634, -0.1428, -0.1192, -0.4381, -0.1559, -0.2219, 0.4138, 0.2128, 0.4383, 1.0754, -0.1322, -0.6492, -0.5657, -0.1305, 0.3495, 0.3857, 0.3847, 0.3279],
  "homo_lumo_gap_ha": 0.2308,
  "e_homo_ev": -10.29,
  "total_energy_ev": -503409.544,
  "multiplicity": 1,
  "max_force_ev_per_a": 7.476,
  "total_charge": 1,
  "mol_weight_g_mol": 1404.92
}

# 3
{
  "formula": "C37H55BF4I2N3O21P2S2",
  "method": "the ωB97M-V functional and the def2-TZVPD basis",
  "elements": ["C", "C", "C", "C", "C", "N", "F", "C", "C", "C", "C", "I", "P", "O", "O", "S", "C", "C", "I", "C", "C", "N", "C", "O", "F", "C", "O", "F", "N", "C", "C", "O", "B", "C", "O", "C", "C", "C", "O", "F", "P", "O", "O", "S", "H", "H", "H", "H", "H", "H", "H", "H", "H", "H", "H", "H", "H", "H", "H", "H", "H", "H", "H", "H", "H", "H", "H", "H", "H", "H", "H", "H", "H", "H", "H", "C", "C", "C", "O", "C", "O", "O", "H", "H", "H", "H", "H", "H", "C", "C", "C", "O", "C", "O", "O", "H", "H", "H", "H", "H", "H", "C", "C", "C", "O", "C", "O", "O", "H", "H", "H", "H", "H", "H", "C", "C", "C", "O", "C", "O", "O", "H", "H", "H", "H", "H", "H"],
  "coordinates": [[2.339, -1.988, 3.358], [2.044, -1.708, 2.197], [1.740, -1.363, 0.659], [0.485, -2.417, 0.602], [0.852, -3.946, 0.513], [2.861, -1.999, -0.064], [3.564, -2.813, 0.778], [3.817, -1.079, -0.829], [4.863, -2.004, -1.720], [6.393, -1.820, -1.856], [6.972, -2.218, -3.331], [8.368, -3.921, -3.167], [4.974, -0.443, 0.429], [4.549, -0.239, 2.072], [6.128, -1.639, 0.967], [6.322, 0.968, 0.227], [2.709, -0.389, -1.873], [1.924, -1.631, -2.597], [1.170, -1.326, -4.675], [2.459, -3.120, -2.857], [1.193, -4.050, -3.293], [3.568, 0.332, -2.770], [4.652, 1.221, -2.503], [4.666, 2.358, -2.086], [5.946, 0.945, -3.061], [3.812, 0.171, -4.171], [3.817, 1.123, -4.935], [4.342, -0.943, -4.899], [1.539, 0.423, -1.197], [0.201, 0.429, -1.883], [-1.014, -0.549, -1.993], [-2.167, -0.289, -1.652], [1.649, 1.942, -1.581], [1.743, 2.609, -3.088], [1.372, 3.092, -0.842], [1.360, 0.209, 0.334], [-0.118, 0.289, 0.909], [-1.004, 1.554, 1.070], [-1.650, 2.200, 0.288], [-1.299, 1.985, 2.412], [2.116, 1.513, 1.506], [3.530, 2.292, 0.988], [1.209, 2.984, 1.746], [2.030, 1.209, 3.443], [2.837, -1.874, 4.363], [-0.244, -2.247, -0.242], [-0.169, -2.334, 1.540], [-0.117, -4.540, 0.716], [1.240, -4.301, -0.498], [1.570, -4.280, 1.338], [4.699, -3.086, -1.381], [4.582, -2.010, -2.809], [6.923, -2.611, -1.216], [6.945, -0.874, -1.638], [6.185, -2.570, -4.051], [7.553, -1.372, -3.800], [4.869, 0.617, 2.414], [5.903, -2.541, 0.682], [1.079, -2.000, -1.911], [2.822, -3.678, -1.939], [3.176, -3.218, -3.742], [0.191, -3.631, -2.984], [1.261, -5.062, -2.753], [1.246, -4.349, -4.394], [0.241, 0.634, -3.016], [-0.390, 1.381, -1.572], [-0.942, -1.584, -2.488], [1.721, 1.856, -3.932], [2.608, 3.325, -3.203], [0.810, 3.237, -3.329], [2.112, 3.740, -0.831], [-0.920, -0.400, 0.510], [-0.032, -0.120, 1.983], [3.944, 2.708, 1.781], [1.761, 3.623, 2.233], [-2.972, -0.965, 4.651], [-3.085, -2.383, 4.138], [-2.720, -3.420, 5.155], [-2.450, -4.547, 4.322], [-1.965, -4.038, 3.156], [-1.434, -4.686, 2.303], [-2.158, -2.683, 3.092], [-3.441, -0.269, 3.950], [-3.486, -0.862, 5.610], [-1.932, -0.650, 4.766], [-4.091, -2.548, 3.740], [-3.531, -3.622, 5.854], [-1.808, -3.182, 5.712], [-1.057, 5.704, 0.541], [-0.707, 6.470, 1.798], [-1.391, 7.799, 1.904], [-0.562, 8.467, 2.852], [0.696, 7.969, 2.662], [1.685, 8.439, 3.128], [0.665, 6.858, 1.858], [-0.701, 4.674, 0.615], [-2.140, 5.670, 0.401], [-0.595, 6.139, -0.348], [-0.910, 5.845, 2.674], [-2.418, 7.714, 2.259], [-1.372, 8.373, 0.972], [-7.787, 1.535, 5.903], [-7.898, 0.113, 5.396], [-7.534, -0.920, 6.418], [-7.263, -2.049, 5.592], [-6.777, -1.544, 4.421], [-6.247, -2.197, 3.573], [-6.971, -0.191, 4.354], [-8.255, 2.226, 5.198], [-8.301, 1.642, 6.861], [-6.747, 1.850, 6.017], [-8.905, -0.055, 4.999], [-8.345, -1.119, 7.118], [-6.623, -0.678, 6.975], [-4.201, 0.258, -4.527], [-3.539, 0.043, -5.871], [-4.401, -0.687, -6.856], [-3.428, -1.159, -7.786], [-2.293, -1.369, -7.061], [-1.335, -1.960, -7.457], [-2.401, -0.818, -5.811], [-3.621, 0.964, -3.926], [-5.201, 0.679, -4.655], [-4.273, -0.667, -3.951], [-3.202, 1.005, -6.270], [-5.132, -0.035, -7.335], [-4.911, -1.555, -6.428]],
  "mulliken_charge": [-0.3337, -1.8604, 1.3496, -0.0201, -1.3022, 0.9855, -0.3857, 0.6893, -0.2479, -0.8282, -0.9604, 0.0366, 1.0637, -0.5292, -0.5946, -0.3445, 0.3592, -1.3386, 0.4470, 0.2398, -1.0552, 1.4769, 0.0043, -0.3505, -0.2867, 0.0784, -0.4275, -0.2833, 2.3767, -1.0120, -1.0154, -0.4644, -0.6467, -0.7532, 0.3385, 2.1150, -2.0219, -0.7292, -0.4582, -0.3689, 0.2744, -0.5057, -0.1227, -0.3429, 0.4532, 0.0009, -0.1216, 0.5963, 0.0224, 0.2367, 0.4496, -0.9670, 0.7798, 0.0482, 0.3425, 0.4919, 0.4360, 0.3779, -1.0798, -0.0961, 0.4360, 0.2007, 0.4419, 0.3924, 1.0358, 0.5842, 0.0805, 0.0998, 0.4571, 0.2470, 0.2758, 0.7203, 1.1554, 0.4604, 0.3519, -1.5529, 0.9267, -0.6381, -0.3406, 0.4429, -0.5149, -0.2702, 0.3246, 0.3872, 0.4771, -0.0351, 0.3603, 0.3321, -1.0619, 0.5662, -0.5475, -0.3234, 0.5584, -0.5308, -0.3007, -0.1289, 0.4121, 0.3544, 0.2573, 0.3401, 0.3321, -1.4091, 0.4933, -0.5122, -0.3141, 0.6682, -0.5893, -0.3141, 0.3511, 0.3697, 0.3450, 0.2632, 0.3461, 0.2974, -1.3597, 0.5283, -0.5628, -0.3306, 0.4760, -0.5084, -0.1494, 0.2568, 0.4324, 0.3410, 0.2342, 0.3426, 0.3227],
  "e_above_lowest_kcal_mol": 0.0,
  "homo_lumo_gap_ha": 0.2608,
  "e_homo_ev": -10.86,
  "total_energy_ev": -154705.259,
  "multiplicity": 1,
  "max_force_ev_per_a": 9.041,
  "total_charge": 1,
  "mol_weight_g_mol": 1344.54
}